(1)
A molecular structure, C4H12FeGaO2. Source: OMol25; level of theory: ωB97M-V/def2-TZVPD.

Positions of all 20 atoms, in Å:
C  2.90  -0.30  -0.41
C  2.00  0.58  0.44
O  0.68  0.02  0.53
C  -0.33  0.90  0.80
C  -1.50  0.94  -0.38
O  -1.76  -0.30  -0.80
Ga  -3.13  -1.37  0.05
H  2.70  -1.37  -0.12
H  3.94  -0.08  -0.18
H  2.74  -0.07  -1.49
H  2.42  0.64  1.44
H  1.95  1.59  0.01
H  0.02  1.93  0.87
H  -0.90  0.59  1.68
H  -2.36  1.43  0.10
H  -1.06  1.55  -1.17
H  -4.62  -0.57  -0.10
H  -2.61  -1.58  1.49
H  -3.61  -2.60  -0.92
Fe  2.54  -1.92  -1.83

## Properties
Spin multiplicity: 6
E_HOMO (alpha / beta) in eV: -17.84 / -16.69
LUMO energy (alpha / beta) in eV: -8.34 / -11.02
Total energy in Ha: -3497.624337
Kohn-Sham gap (alpha / beta) in eV: 9.50 / 5.67
Net charge: +2

And the Mulliken charges, in e, turn out to be: number 1, C, carries -0.888; number 2, C, carries -0.230; number 3, O, carries -0.247; number 4, C, carries -0.381; number 5, C, carries -0.317; number 6, O, carries -0.267; number 7, Ga, carries 0.542; number 8, H, carries 0.250; number 9, H, carries 0.567; number 10, H, carries 0.241; number 11, H, carries 0.353; number 12, H, carries 0.435; number 13, H, carries 0.367; number 14, H, carries 0.376; number 15, H, carries 0.340; number 16, H, carries 0.341; number 17, H, carries 0.096; number 18, H, carries -0.110; number 19, H, carries 0.034; number 20, Fe, carries 0.497

(2)
4 unconnected molecules or ions with the total composition C46H70I2N6O5 at a distorted geometry. Source: OMol25; level of theory: ωB97M-V/def2-TZVPD.

Positions of all 129 atoms, in Å:
C  -1.41  -4.82  1.08
C  -2.30  -5.08  2.03
N  -3.43  -5.09  3.02
N  -3.17  -4.50  4.19
C  -4.23  -4.45  5.15
C  -4.02  -3.74  6.62
C  -4.42  -2.25  6.69
C  -4.30  -1.48  8.05
C  -3.76  -2.44  9.18
C  -3.39  -3.90  8.83
N  -3.48  -4.65  7.60
C  -5.71  -5.08  4.94
C  -6.85  -5.02  6.08
C  -6.96  -6.22  6.92
C  -5.91  -5.78  3.51
C  -7.33  -6.46  3.10
C  -8.18  -5.27  2.34
C  -9.04  -4.41  3.40
O  -9.93  -4.99  4.13
O  -8.83  -2.99  3.64
C  -4.63  -5.76  2.53
C  -4.75  -6.48  1.07
I  -4.86  -5.21  -0.73
C  -4.78  -7.93  0.95
C  -4.90  -8.70  -0.48
I  -4.61  -9.23  2.74
H  -0.89  -4.46  0.11
H  -4.80  -1.70  5.75
H  -4.59  -0.39  8.23
H  -3.64  -2.05  10.26
H  -2.97  -4.53  9.72
H  -7.51  -4.09  6.27
H  -5.96  -6.79  7.07
H  -7.95  -6.62  7.34
H  -7.22  -7.38  2.41
H  -7.84  -6.75  4.12
H  -7.38  -4.55  1.90
H  -8.79  -5.66  1.44
H  -8.26  -2.65  2.89
H  -5.95  -8.60  -0.95
H  -4.69  -9.83  -0.37
H  -4.14  -8.18  -1.18
C  -1.89  -1.45  -0.54
C  -1.69  -0.32  0.50
C  -2.45  0.96  0.06
C  -1.77  1.72  -1.07
C  -0.30  2.00  -0.75
C  0.47  0.72  -0.37
N  -0.22  -0.08  0.69
O  -0.05  0.57  1.89
C  0.68  -0.14  -1.64
C  1.92  1.11  0.04
C  -2.39  -0.85  1.78
H  -1.01  -2.11  -0.60
H  -2.72  -2.11  -0.28
H  -2.10  -1.08  -1.54
H  -2.55  1.64  0.91
H  -3.47  0.70  -0.25
H  -1.85  1.17  -2.02
H  -2.29  2.67  -1.23
H  0.17  2.49  -1.61
H  -0.26  2.72  0.08
H  1.18  -1.09  -1.41
H  1.31  0.38  -2.37
H  -0.24  -0.37  -2.18
H  1.94  1.82  0.87
H  2.44  1.59  -0.79
H  2.50  0.23  0.32
H  -1.90  -1.76  2.16
H  -3.44  -1.11  1.57
H  -2.42  -0.12  2.59
C  8.57  2.73  -0.45
C  7.10  3.09  -0.81
C  6.94  4.62  -0.99
C  6.94  5.40  0.32
C  5.92  4.83  1.29
C  6.11  3.31  1.53
N  6.19  2.54  0.25
O  4.92  2.47  -0.27
C  7.39  3.09  2.38
C  4.97  2.81  2.46
C  6.88  2.43  -2.20
H  8.62  1.85  0.20
H  9.15  2.47  -1.34
H  9.10  3.55  0.03
H  6.01  4.84  -1.52
H  7.75  5.00  -1.63
H  7.94  5.41  0.76
H  6.69  6.45  0.11
H  5.99  5.38  2.25
H  4.91  5.02  0.91
H  7.59  2.03  2.52
H  7.28  3.54  3.37
H  8.28  3.55  1.96
H  3.98  3.00  2.05
H  5.01  3.31  3.43
H  5.07  1.73  2.65
H  6.96  1.34  -2.14
H  7.62  2.79  -2.92
H  5.90  2.68  -2.63
C  3.84  3.82  -5.29
C  2.32  3.89  -4.93
C  1.74  2.46  -4.77
C  1.51  1.73  -6.09
C  0.70  2.60  -7.05
C  1.32  3.99  -7.26
N  1.62  4.69  -5.97
O  0.42  5.11  -5.44
C  2.60  3.85  -8.12
C  0.37  4.82  -8.18
C  2.30  4.55  -3.52
H  4.14  4.65  -5.92
H  4.47  3.88  -4.40
H  4.11  2.88  -5.79
H  0.78  2.51  -4.24
H  2.40  1.85  -4.14
H  2.46  1.45  -6.54
H  0.97  0.80  -5.90
H  0.61  2.07  -8.01
H  -0.33  2.69  -6.66
H  3.10  4.82  -8.24
H  2.37  3.48  -9.12
H  3.33  3.15  -7.71
H  -0.64  4.92  -7.76
H  0.26  4.35  -9.15
H  0.77  5.83  -8.34
H  2.70  5.57  -3.56
H  2.92  3.99  -2.82
H  1.30  4.59  -3.09

## Properties
Spin multiplicity: 4
E_HOMO (alpha / beta) in eV: -10.06 / -10.66
LUMO energy (alpha / beta) in eV: -4.91 / -4.91
Total energy in Ha: -3093.852351
Kohn-Sham gap (alpha / beta) in eV: 5.15 / 5.75
Net charge: +1

Atom charges from the Mulliken analysis, given in e for atoms 1 to 99: number 1, C, carries -0.335; number 2, C, carries -0.209; number 3, N, carries 1.090; number 4, N, carries -0.974; number 5, C, carries 0.109; number 6, C, carries 0.534; number 7, C, carries -0.306; number 8, C, carries -0.435; number 9, C, carries -0.335; number 10, C, carries -0.128; number 11, N, carries -0.413; number 12, C, carries 0.501; number 13, C, carries -0.482; number 14, C, carries -0.705; number 15, C, carries 0.180; number 16, C, carries -1.003; number 17, C, carries -0.357; number 18, C, carries 0.493; number 19, O, carries -0.528; number 20, O, carries -0.462; number 21, C, carries 0.814; number 22, C, carries -0.567; number 23, I, carries 0.122; number 24, C, carries 0.145; number 25, C, carries -0.940; number 26, I, carries 0.093; number 27, H, carries 0.339; number 28, H, carries 0.309; number 29, H, carries 0.358; number 30, H, carries 0.308; number 31, H, carries 0.326; number 32, H, carries 0.297; number 33, H, carries 0.277; number 34, H, carries 0.319; number 35, H, carries 0.341; number 36, H, carries 0.438; number 37, H, carries 0.170; number 38, H, carries 0.357; number 39, H, carries 0.348; number 40, H, carries 0.270; number 41, H, carries 0.350; number 42, H, carries 0.303; number 43, C, carries -1.657; number 44, C, carries 2.397; number 45, C, carries -1.496; number 46, C, carries -0.588; number 47, C, carries -0.825; number 48, C, carries 2.098; number 49, N, carries 0.233; number 50, O, carries -0.540; number 51, C, carries -1.593; number 52, C, carries -2.081; number 53, C, carries -2.003; number 54, H, carries 0.084; number 55, H, carries 0.472; number 56, H, carries 0.263; number 57, H, carries 0.458; number 58, H, carries 0.364; number 59, H, carries 0.267; number 60, H, carries 0.448; number 61, H, carries -0.074; number 62, H, carries 0.482; number 63, H, carries 0.398; number 64, H, carries 0.113; number 65, H, carries 0.319; number 66, H, carries 0.448; number 67, H, carries 0.279; number 68, H, carries 0.501; number 69, H, carries 0.414; number 70, H, carries 0.445; number 71, H, carries 0.371; number 72, C, carries -1.866; number 73, C, carries 2.074; number 74, C, carries -1.059; number 75, C, carries -0.612; number 76, C, carries -1.208; number 77, C, carries 1.689; number 78, N, carries 0.098; number 79, O, carries -0.276; number 80, C, carries -1.733; number 81, C, carries -1.715; number 82, C, carries -1.839; number 83, H, carries 0.336; number 84, H, carries 0.496; number 85, H, carries 0.326; number 86, H, carries 0.186; number 87, H, carries 0.388; number 88, H, carries 0.321; number 89, H, carries 0.411; number 90, H, carries 0.382; number 91, H, carries 0.312; number 92, H, carries 0.370; number 93, H, carries 0.428; number 94, H, carries 0.326; number 95, H, carries 0.205; number 96, H, carries 0.427; number 97, H, carries 0.462; number 98, H, carries 0.481; number 99, H, carries 0.497

(3)
A single C5H11NO molecule at a distorted geometry. Source: OMol25; level of theory: ωB97M-V/def2-TZVPD.

Positions of all 18 atoms, in Å:
C  1.10  0.61  -1.53
C  0.57  0.19  -0.19
C  1.11  -0.82  0.57
O  2.29  -1.43  0.27
C  -0.92  0.17  -0.01
C  -1.38  1.15  1.06
N  -1.10  -1.26  0.53
H  0.94  -0.14  -2.33
H  2.19  0.78  -1.49
H  0.60  1.52  -1.85
H  0.90  -0.96  1.63
H  2.65  -1.07  -0.55
H  -1.45  0.35  -0.96
H  -0.92  0.92  2.02
H  -1.06  2.16  0.78
H  -2.46  1.15  1.18
H  -1.95  -1.39  1.09
H  -1.12  -1.93  -0.23

## Properties
Spin multiplicity: 1
Energy above the lowest of the compared OMol25 structures with the same formula, charge and spin in kcal/mol: 62.4
E_HOMO in eV: -7.47
LUMO energy in eV: 0.86
Total energy in Ha: -327.031827
Kohn-Sham gap in eV: 8.34
SMILES: C/C(=C\O)[C@H](C)N

And the Mulliken charges, in e, turn out to be: number 1, C, carries -1.630; number 2, C, carries 0.365; number 3, C, carries -0.264; number 4, O, carries -0.526; number 5, C, carries 0.585; number 6, C, carries -1.389; number 7, N, carries -0.647; number 8, H, carries 0.300; number 9, H, carries 0.469; number 10, H, carries 0.399; number 11, H, carries 0.316; number 12, H, carries 0.327; number 13, H, carries 0.247; number 14, H, carries 0.333; number 15, H, carries 0.343; number 16, H, carries 0.375; number 17, H, carries 0.200; number 18, H, carries 0.197

- spin multiplicity of number 2 (C46H70I2N6O5)?
  4